{
  "formula": "C34H36BN3O2PPtS5Sb",
  "method": "ωB97M-V/def2-TZVPD",
  "symbols": ["Pt", "Sb", "S", "S", "S", "S", "S", "P", "O", "O", "N", "N", "N", "C", "C", "C", "C", "C", "C", "C", "C", "C", "C", "C", "C", "C", "C", "C", "C", "C", "C", "C", "C", "C", "C", "C", "C", "C", "C", "C", "C", "C", "C", "C", "C", "C", "C", "B", "H", "H", "H", "H", "H", "H", "H", "H", "H", "H", "H", "H", "H", "H", "H", "H", "H", "H", "H", "H", "H", "H", "H", "H", "H", "H", "H", "H", "H", "H", "H", "H", "H", "H", "H", "H"],
  "xyz": [[-0.17, 0.62, 0.49], [3.08, 0.55, 0.93], [-1.67, 1.35, 2.64], [1.40, 2.22, 1.13], [1.48, -0.02, -1.49], [3.48, -0.13, 3.07], [4.96, 1.94, 0.23], [-1.60, -1.24, 0.53], [1.85, -2.47, -0.09], [1.46, -2.73, -2.33], [-2.11, 1.59, -0.33], [0.11, 0.62, 4.50], [-2.16, 0.49, 5.07], [1.43, -7.72, -2.12], [1.96, 0.16, 6.06], [-1.56, -4.34, -2.87], [0.50, 0.25, 5.75], [1.60, -8.83, -1.09], [-2.65, -2.47, 4.30], [1.57, -3.97, -1.74], [-0.63, -2.94, 2.46], [1.96, -4.88, 0.44], [-2.70, -1.87, 3.05], [-2.91, -0.25, 7.23], [-1.81, 0.10, 6.28], [-1.21, 0.78, 4.16], [-4.40, -1.30, 0.25], [-1.52, -2.53, -0.75], [-1.70, -3.89, -0.51], [-4.52, 1.30, -0.70], [-1.37, -2.99, -3.12], [-3.24, -0.53, 0.20], [-3.31, 0.77, -0.28], [0.03, -7.84, -2.74], [1.45, -5.20, -2.32], [1.81, -3.81, -0.39], [2.48, -7.91, -3.22], [-0.47, -0.01, 6.67], [-1.34, -2.09, -2.07], [-5.67, 0.53, -0.64], [-1.72, -4.79, -1.57], [1.84, -6.15, -0.14], [-1.59, -3.31, 4.63], [-0.58, -3.54, 3.71], [-5.61, -0.77, -0.16], [1.58, -6.33, -1.49], [-1.69, -2.11, 2.12], [1.61, -1.80, -1.30], [-0.10, -8.84, -3.18], [1.49, -9.80, -1.58], [-1.22, -2.63, -4.13], [-4.35, -2.33, 0.60], [-3.01, -1.34, 7.28], [-1.85, -5.85, -1.37], [-1.15, -1.04, -2.26], [-2.05, 2.08, -1.22], [2.38, -7.16, -4.01], [-6.51, -1.38, -0.11], [1.25, -5.29, -3.38], [-1.83, -4.25, 0.50], [3.49, -7.82, -2.81], [-2.12, 2.29, 0.40], [-4.57, 2.32, -1.07], [-3.50, -1.18, 2.82], [0.18, -3.11, 1.77], [2.59, -8.81, -0.63], [-3.85, 0.18, 6.89], [-6.61, 0.94, -0.98], [-1.56, -3.77, 5.61], [2.17, -4.75, 1.50], [0.25, -4.18, 3.96], [-0.19, -0.30, 7.68], [2.08, 0.11, 7.14], [1.95, -7.02, 0.51], [-0.74, -7.69, -1.99], [2.39, -0.74, 5.61], [-2.68, 0.10, 8.24], [0.85, -8.77, -0.30], [-3.44, -2.27, 5.01], [-1.57, -5.05, -3.69], [-0.13, -7.10, -3.53], [2.38, -8.90, -3.67], [2.50, 1.01, 5.66], [0.82, 0.81, 3.79]],
  "mulliken_charge": [1.74, 0.75, -0.36, -0.64, -0.81, -0.64, -0.29, -0.46, -0.20, -0.68, -0.67, 0.38, -0.32, 2.08, -1.62, -0.44, 1.24, -2.19, -0.55, 0.00, -0.72, -1.45, -1.18, -1.45, 1.16, -0.10, 0.00, 1.01, -0.58, -0.53, -0.87, 0.79, -0.22, -1.42, -0.72, 0.54, -1.72, -1.07, -0.41, -0.64, -0.50, -0.22, -0.72, -0.85, -0.90, 0.46, 0.85, 0.87, 0.52, 0.43, 0.41, 0.45, 0.23, 0.48, 0.32, 0.28, 0.29, 0.44, 0.56, 0.49, 0.38, 0.37, 0.47, 0.31, 0.48, 0.44, 0.37, 0.41, 0.41, 0.61, 0.49, 0.40, 0.40, 0.49, 0.16, 0.26, 0.47, 0.41, 0.57, 0.48, 0.24, 0.48, 0.41, -0.14],
  "de_lowest_kj_mol": 0.0,
  "multiplicity": 5,
  "largest_force_ev_per_a": 0.6,
  "total_charge": 0,
  "orbital_gap_ha": [0.228, 0.220],
  "s_squared": 6.027
}

{
  "formula": "C20H36ErI2NO4PSTi",
  "method": "ωB97M-V/def2-TZVPD",
  "symbols": ["Er", "I", "I", "Ti", "S", "P", "O", "O", "O", "O", "N", "C", "C", "C", "C", "C", "C", "C", "C", "C", "C", "C", "C", "C", "C", "C", "C", "C", "C", "C", "C", "H", "H", "H", "H", "H", "H", "H", "H", "H", "H", "H", "H", "H", "H", "H", "H", "H", "H", "H", "H", "H", "H", "H", "H", "H", "H", "H", "H", "H", "H", "H", "H", "H", "H", "H", "H"],
  "xyz": [[0.25, -1.21, -1.67], [3.58, -1.28, -2.44], [3.72, 1.65, -2.46], [0.34, 1.74, -1.50], [0.66, 0.48, -3.33], [0.19, 0.03, 1.61], [-1.67, -3.59, 0.57], [-1.19, 4.09, 0.19], [-1.83, 3.48, -3.51], [-2.06, -3.39, -3.78], [0.26, 0.55, -0.05], [-1.87, 1.83, 2.16], [2.80, -1.58, 2.41], [0.15, 1.49, -5.92], [1.40, -1.78, 1.83], [1.75, -2.59, 0.58], [-1.24, 2.75, -2.85], [-1.75, 0.38, 1.68], [-1.85, 0.21, -5.03], [0.96, 0.07, 4.42], [0.56, -2.64, 2.76], [-0.36, 0.23, -5.26], [-0.81, 3.18, -0.42], [-2.43, 0.19, 0.32], [1.07, 1.05, 3.24], [-2.51, -0.46, 2.72], [0.17, -1.05, -5.85], [0.43, 2.29, 3.85], [-1.45, -2.67, -3.07], [-1.30, -2.76, -0.21], [2.47, 1.52, 2.85], [-3.37, 0.74, 0.30], [-0.20, 1.56, -6.97], [-2.18, -0.68, -4.49], [-3.54, -0.06, 2.78], [1.40, -3.62, 0.61], [-0.18, -1.15, -6.90], [2.85, -1.03, 3.34], [-0.44, -2.82, 2.35], [-2.57, -1.51, 2.50], [2.36, 2.33, 2.13], [1.06, 2.63, 4.70], [1.45, -2.23, -0.41], [-2.62, -0.86, 0.07], [3.02, 1.94, 3.72], [-0.08, -0.24, 4.52], [-0.19, 2.38, -5.39], [1.23, 0.56, 5.38], [1.26, -1.06, -5.85], [-0.56, 2.11, 4.27], [3.25, -2.57, 2.59], [-2.13, 1.85, 3.22], [-2.07, -0.34, 3.72], [-2.20, 1.09, -4.49], [-0.17, -1.94, -5.31], [-2.66, 2.37, 1.62], [3.11, 0.76, 2.40], [-0.99, 2.44, 2.00], [-2.33, 0.19, -6.03], [1.03, -3.62, 2.92], [1.24, 1.50, -5.92], [0.38, 3.11, 3.15], [1.57, -0.82, 4.33], [-1.87, 0.63, -0.51], [3.45, -1.07, 1.68], [2.83, -2.61, 0.41], [0.45, -2.17, 3.74]],
  "mulliken_charge": [1.45, 0.17, 0.19, -0.12, 0.05, 0.23, -0.13, -0.12, -0.10, -0.03, 0.14, -1.90, -2.78, -1.29, 2.38, -0.65, 0.34, 2.10, -1.05, -1.82, -1.58, 0.90, 0.41, -1.28, 2.16, -1.62, -1.26, -2.18, -0.05, 0.20, -1.62, 0.57, 0.49, 0.16, 0.49, 0.43, 0.48, 0.57, 0.19, 0.36, 0.41, 0.60, -0.81, 0.30, 0.42, 0.21, 0.32, 0.50, 0.37, 0.43, 0.58, 0.51, 0.39, 0.24, 0.24, 0.34, 0.22, 0.10, 0.50, 0.57, 0.40, 0.43, 0.33, 0.15, 0.49, 0.56, 0.31],
  "de_lowest_kj_mol": 57.3,
  "multiplicity": 5,
  "largest_force_ev_per_a": 8.9,
  "total_charge": 4,
  "orbital_gap_ha": [0.239, 0.243],
  "s_squared": 6.010
}

{
  "formula": "C29H30F6N6O3",
  "method": "ωB97M-V/def2-TZVPD",
  "symbols": ["F", "F", "F", "F", "F", "F", "O", "O", "O", "N", "N", "N", "N", "N", "N", "C", "C", "C", "C", "C", "C", "C", "C", "C", "C", "C", "C", "C", "C", "C", "C", "C", "C", "C", "C", "C", "C", "C", "C", "C", "C", "C", "C", "C", "H", "H", "H", "H", "H", "H", "H", "H", "H", "H", "H", "H", "H", "H", "H", "H", "H", "H", "H", "H", "H", "H", "H", "H", "H", "H", "H", "H", "H", "H"],
  "xyz": [[-4.16, -0.42, 2.99], [-4.60, 3.41, -2.05], [-4.72, 1.64, 2.71], [-2.51, 3.28, -1.60], [-3.29, 2.36, -3.39], [-6.15, 0.07, 2.35], [-1.06, 0.89, -2.15], [-1.27, -4.41, 1.10], [1.12, -3.44, -2.34], [1.75, -2.41, -2.10], [1.10, 1.00, -1.90], [-1.52, -2.97, -0.50], [1.62, -1.89, -0.91], [-1.78, -4.13, 0.02], [0.04, 0.32, -2.17], [-0.11, 2.07, 1.72], [5.54, 0.79, -0.54], [-4.86, 0.41, 2.20], [-4.19, 1.46, 0.02], [-3.61, -2.43, -1.73], [2.34, 0.26, -1.85], [-4.27, -0.95, 0.20], [1.15, 0.85, 3.35], [5.83, 2.51, 1.10], [-3.65, 0.07, -1.88], [-3.81, 1.32, -1.31], [-3.86, -1.08, -1.12], [4.84, 1.93, 1.87], [-1.11, -1.57, 1.51], [3.82, -1.03, -0.25], [0.52, -0.32, 2.96], [0.84, 2.05, 2.73], [6.18, 1.94, -0.11], [4.21, 0.78, 1.44], [-0.64, -1.97, 0.10], [0.81, -2.49, 0.13], [-3.55, 2.57, -2.10], [-0.73, 0.90, 1.33], [-2.10, -2.74, -1.81], [4.55, 0.20, 0.23], [-4.43, 0.31, 0.76], [2.37, -0.68, -0.63], [1.10, 2.41, -1.56], [-0.43, -0.31, 1.95], [1.28, -2.29, 1.09], [-2.19, -1.40, 1.48], [0.82, -3.58, -0.04], [0.76, -1.25, 3.46], [1.53, 2.55, -0.56], [-4.46, -1.83, 0.79], [6.96, 2.38, -0.72], [-0.68, -1.09, -0.54], [1.88, 0.83, 4.15], [4.56, 2.37, 2.82], [-4.09, -3.21, -1.13], [3.16, 0.97, -1.78], [2.44, -0.34, -2.75], [-0.37, 3.01, 1.25], [-3.35, -0.01, -2.91], [-4.30, 2.44, 0.46], [3.44, 0.33, 2.05], [-1.57, -1.92, -2.30], [1.68, 2.97, -2.29], [6.33, 3.41, 1.44], [-0.91, -2.38, 2.21], [-1.47, 0.93, 0.54], [0.07, 2.75, -1.57], [3.80, -1.77, 0.54], [-1.96, -3.65, -2.40], [-4.01, -2.46, -2.74], [4.32, -1.46, -1.12], [1.88, -0.19, 0.21], [5.82, 0.34, -1.49], [1.33, 2.96, 3.04]],
  "mulliken_charge": [-0.24, -0.31, -0.30, -0.23, -0.31, -0.29, -0.26, -0.44, -0.56, -0.40, 0.51, 1.53, 1.22, -0.72, -0.12, -1.40, -0.42, 0.81, -1.28, -1.65, -1.68, -1.03, -1.01, -0.48, -0.55, 0.67, 0.76, -0.78, -1.63, -1.06, -0.08, -0.36, -0.61, -0.07, 3.14, -2.02, 0.83, 1.12, -0.60, 0.23, 0.70, 1.70, -0.79, -0.12, 0.33, -0.08, 0.55, 0.48, 0.33, 0.32, 0.39, -2.10, 0.44, 0.44, 0.50, 0.82, 0.31, 0.65, 0.53, 0.60, 0.46, 0.14, 0.38, 0.40, 0.74, 0.17, 0.05, 0.38, 0.49, 0.48, 0.50, -1.01, 0.43, 0.45],
  "de_lowest_kj_mol": 0.0,
  "smiles": "CN(C[C@H](Cc1ccccc1)N(C[C@H](Cc1ccccc1)N(CCc1cc(C(F)(F)F)cc(C(F)(F)F)c1)N=O)N=O)N=O",
  "largest_force_ev_per_a": 1.2,
  "total_charge": 0,
  "orbital_gap_ha": 0.349
}